Version a
Formula: C4H16O3
Source: the OMol25 dataset
Level of theory: wB97M-V/def2-TZVPD

Atoms and positions in Å:
C  -2.0364  0.2626  0.2723
C  -1.8853  -1.1867  0.5455
C  -0.8147  -1.7095  -0.4780
C  -0.9856  -3.1396  -0.8219
H  -1.1131  0.8656  0.3923
H  -2.6591  0.6082  1.0765
H  -2.4117  0.6013  -0.7238
H  -2.9983  -1.5783  0.6411
H  -1.4315  -1.3694  1.5294
H  0.2241  -1.6804  -0.0543
H  -0.8766  -0.9636  -1.2665
H  -1.7006  -3.3096  -1.6099
H  -1.4547  -3.5406  0.0879
H  0.0105  -3.7117  -0.8715
O  2.3878  0.9734  -0.7684
H  2.5529  1.2454  0.1693
H  3.3262  0.7966  -1.1189
O  1.6629  3.7007  -0.6667
H  0.9605  4.1443  -1.0659
H  1.7916  2.8462  -1.1770
O  2.5918  1.7781  1.9707
H  2.8168  2.2931  1.2471
H  2.0425  2.0735  2.6906

Output
SMILES string: CCCC.O.O.O
HOMO-LUMO gap: 10.98 eV
M: 112.17 g mol⁻¹

Which charges does Löwdin predict for the atoms? In e, they are: number 1, C, carries -0.18; number 2, C, carries -0.29; number 3, C, carries -0.30; number 4, C, carries -0.14; number 5, H, carries 0.08; number 6, H, carries 0.06; number 7, H, carries 0.09; number 8, H, carries 0.15; number 9, H, carries 0.10; number 10, H, carries 0.12; number 11, H, carries 0.09; number 12, H, carries 0.06; number 13, H, carries 0.06; number 14, H, carries 0.10; number 15, O, carries -0.10; number 16, H, carries 0.00; number 17, H, carries 0.10; number 18, O, carries -0.07; number 19, H, carries -0.01; number 20, H, carries 0.04; number 21, O, carries -0.01; number 22, H, carries -0.02; number 23, H, carries 0.06

Version b
Formula: C4H16O3
Source: the OMol25 dataset
Level of theory: wB97M-V/def2-TZVPD

Atoms and positions in Å:
C  -0.0044  -1.8340  -0.5324
C  0.3892  -0.3058  -0.3949
C  -0.5457  0.5557  0.4254
C  0.6997  0.3311  -1.7915
H  0.5718  -2.2711  -1.3728
H  -1.0105  -2.1671  -0.6449
H  0.5624  -2.3566  0.2035
H  1.3210  -0.3629  0.1978
H  -0.1316  1.6298  0.1624
H  -1.6260  0.6658  0.0478
H  -0.3394  0.4132  1.4658
H  1.8135  0.1980  -1.9305
H  0.6083  1.3911  -1.4903
H  0.1093  0.1375  -2.6380
O  -0.0856  -2.4989  -4.6916
H  0.0143  -3.5265  -4.5198
H  -0.8160  -2.2660  -4.1710
O  1.0106  2.9804  2.0891
H  1.0376  2.2106  1.4944
H  1.8597  3.0845  2.5409
O  -1.5349  0.6204  4.5681
H  -1.4542  1.5493  4.8231
H  -0.8739  0.3746  3.8671

Output
SMILES string: CC(C)C.O.O.O
HOMO-LUMO gap: 11.68 eV
M: 112.17 g mol⁻¹

Which charges does Löwdin predict for the atoms? In e, they are: number 1, C, carries -0.07; number 2, C, carries -0.46; number 3, C, carries -0.10; number 4, C, carries -0.07; number 5, H, carries 0.07; number 6, H, carries 0.06; number 7, H, carries 0.05; number 8, H, carries 0.12; number 9, H, carries 0.08; number 10, H, carries 0.12; number 11, H, carries 0.05; number 12, H, carries 0.10; number 13, H, carries 0.06; number 14, H, carries 0.05; number 15, O, carries -0.09; number 16, H, carries 0.11; number 17, H, carries -0.02; number 18, O, carries -0.07; number 19, H, carries 0.00; number 20, H, carries 0.04; number 21, O, carries -0.08; number 22, H, carries 0.03; number 23, H, carries 0.04

Structures ranked by computed energy, the most stable listed first: version a, version b.

Version a
Formula: C4H11PS2
Source: the OMol25 dataset
Level of theory: wB97M-V/def2-TZVPD

Atoms and positions in Å:
C  -0.2890  1.0018  -0.6072
C  -1.0141  0.8496  1.7849
C  0.4078  -1.9386  -1.1007
C  -0.9166  0.1744  0.4475
P  0.1845  -1.3887  0.6482
S  1.9295  -0.7509  1.2862
S  4.7929  0.4100  -0.4553
H  -0.3362  0.5113  -1.5828
H  -0.9148  1.8918  -0.7245
H  0.6419  1.2094  -0.2462
H  -1.1247  1.9830  1.6491
H  -0.1831  0.7690  2.4619
H  -1.8868  0.5818  2.3348
H  -0.4843  -2.1377  -1.5894
H  0.8956  -1.0540  -1.7236
H  1.1018  -2.8109  -1.1820
H  -1.8310  -0.3127  0.3089
H  3.5299  -0.1894  -0.1888

Output
HOMO-LUMO gap (alpha / beta): 7.02 / 6.36 eV
M: 154.24 g mol⁻¹

Which charges does Löwdin predict for the atoms? In e, they are: number 1, C, carries -0.14; number 2, C, carries -0.16; number 3, C, carries -0.34; number 4, C, carries -0.60; number 5, P, carries 0.53; number 6, S, carries 0.25; number 7, S, carries 0.26; number 8, H, carries 0.07; number 9, H, carries 0.09; number 10, H, carries 0.03; number 11, H, carries 0.11; number 12, H, carries 0.03; number 13, H, carries 0.06; number 14, H, carries 0.00; number 15, H, carries 0.08; number 16, H, carries 0.05; number 17, H, carries 0.07; number 18, H, carries -0.40

Version b
Formula: C4H11PS2
Source: the OMol25 dataset
Level of theory: wB97M-V/def2-TZVPD

Atoms and positions in Å:
C  -1.9600  -0.5442  -1.6827
C  -0.3195  0.3276  2.1573
C  2.8582  0.5894  -0.9303
C  -1.5828  -0.6750  -0.2042
P  -0.1963  0.4128  0.3102
S  -0.2328  2.2094  -0.4330
S  2.4164  -0.7986  0.1493
H  -2.9276  -1.0236  -1.8472
H  -1.8357  0.5960  -1.8011
H  -1.2596  -1.1293  -2.4422
H  0.1964  -0.4509  2.6096
H  -0.1844  1.2945  2.5458
H  -1.3920  0.0679  2.2581
H  1.9004  1.0834  -1.0753
H  3.0922  0.2684  -1.9331
H  3.6570  1.1328  -0.4301
H  -1.2768  -1.5956  0.2887
H  -2.6427  -0.4092  0.2249

Output
HOMO-LUMO gap: 7.15 eV
M: 154.24 g mol⁻¹

Which charges does Löwdin predict for the atoms? In e, they are: number 1, C, carries -0.19; number 2, C, carries -0.26; number 3, C, carries -0.59; number 4, C, carries -0.47; number 5, P, carries 0.37; number 6, S, carries 0.28; number 7, S, carries 0.46; number 8, H, carries 0.06; number 9, H, carries 0.03; number 10, H, carries 0.11; number 11, H, carries 0.01; number 12, H, carries 0.02; number 13, H, carries 0.05; number 14, H, carries -0.11; number 15, H, carries 0.01; number 16, H, carries 0.02; number 17, H, carries 0.07; number 18, H, carries 0.13

Structures ranked by computed energy, the most stable listed first: version b, version a.

Version a
Formula: H6N2Si
Source: the OMol25 dataset
Level of theory: wB97M-V/def2-TZVPD

Atoms and positions in Å:
N  -0.1399  0.7791  -0.1004
Si  -1.3130  1.1512  -1.1620
H  -0.1561  -0.0497  0.5158
H  -0.9038  2.2434  -2.1014
H  -2.6508  0.6778  -1.6127
N  1.0401  -1.8305  1.2242
H  1.5352  -0.9868  0.9734
H  1.2042  -2.1946  2.2725
H  1.3684  -2.5664  0.6906

Output
SMILES string: N=[SiH2].N
HOMO-LUMO gap: 9.89 eV
M: 62.15 g mol⁻¹

Which charges does Löwdin predict for the atoms? In e, they are: number 1, N, carries -0.26; number 2, Si, carries 0.56; number 3, H, carries -0.10; number 4, H, carries -0.11; number 5, H, carries -0.12; number 6, N, carries -0.01; number 7, H, carries -0.01; number 8, H, carries 0.09; number 9, H, carries -0.04

Version b
Formula: H6N2Si
Source: the OMol25 dataset
Level of theory: wB97M-V/def2-TZVPD

Atoms and positions in Å:
N  0.6185  -0.8163  -0.5654
Si  1.7430  0.1633  0.0138
H  0.2283  -1.4290  -1.2939
H  1.6775  1.7060  -0.1563
H  2.7164  -0.1830  1.2369
N  -1.9816  0.1399  0.3527
H  -1.6274  1.0952  0.0562
H  -1.1437  -0.3314  0.7919
H  -2.2309  -0.3448  -0.4359

Output
SMILES string: N=[SiH2].N
HOMO-LUMO gap: 8.59 eV
M: 62.15 g mol⁻¹

Which charges does Löwdin predict for the atoms? In e, they are: number 1, N, carries -0.28; number 2, Si, carries 0.54; number 3, H, carries -0.03; number 4, H, carries -0.09; number 5, H, carries -0.08; number 6, N, carries -0.02; number 7, H, carries 0.03; number 8, H, carries -0.01; number 9, H, carries -0.06

Version c
Formula: H6N2Si
Source: the OMol25 dataset
Level of theory: wB97M-V/def2-TZVPD

Atoms and positions in Å:
N  0.9045  1.1928  -0.1840
Si  1.6081  -0.2654  0.0464
H  1.2480  2.1182  0.2600
H  1.1894  -1.4072  -0.9393
H  2.5208  -0.8643  1.1941
N  -1.7881  -0.3360  0.2583
H  -1.3053  0.4113  0.7243
H  -1.7718  0.0114  -0.5985
H  -2.8062  -0.4357  0.6604

Output
SMILES string: N=[SiH2].N
HOMO-LUMO gap: 9.62 eV
M: 62.15 g mol⁻¹

Which charges does Löwdin predict for the atoms? In e, they are: number 1, N, carries -0.31; number 2, Si, carries 0.55; number 3, H, carries -0.02; number 4, H, carries -0.08; number 5, H, carries -0.10; number 6, N, carries 0.00; number 7, H, carries -0.04; number 8, H, carries -0.08; number 9, H, carries 0.07

Structures ranked by computed energy, the most stable listed first: version a, version c, version b.

Version a
Formula: CH3Br2N
Source: the OMol25 dataset
Level of theory: wB97M-V/def2-TZVPD

Atoms and positions in Å:
C  0.2815  0.1800  -0.4099
N  -0.0744  -0.2591  -1.5653
Br  -1.8531  -2.8022  -1.7630
Br  -0.2467  0.9222  -2.9786
H  0.6828  1.2257  -0.3266
H  -0.8985  -1.1588  -1.4941
H  0.3129  -0.5149  0.3153

Output
HOMO-LUMO gap: 7.15 eV
M: 188.85 g mol⁻¹

Which charges does Löwdin predict for the atoms? In e, they are: number 1, C, carries -0.01; number 2, N, carries -0.51; number 3, Br, carries -0.23; number 4, Br, carries 0.75; number 5, H, carries 0.11; number 6, H, carries -0.17; number 7, H, carries 0.06

Version b
Formula: CH3Br2N
Source: the OMol25 dataset
Level of theory: wB97M-V/def2-TZVPD

Atoms and positions in Å:
C  -1.4198  -0.0741  -0.4404
N  1.5204  0.6331  0.7159
Br  3.0774  0.7362  -0.1429
Br  0.9396  -0.9757  1.2766
H  -0.4927  0.4164  -0.5914
H  -1.2962  -0.9477  0.1146
H  -2.3287  0.2118  -0.9325

Output
HOMO-LUMO gap (alpha / beta): 9.26 / 7.24 eV
M: 188.85 g mol⁻¹

Which charges does Löwdin predict for the atoms? In e, they are: number 1, C, carries 0.04; number 2, N, carries -1.07; number 3, Br, carries 0.58; number 4, Br, carries 0.64; number 5, H, carries -0.07; number 6, H, carries -0.11; number 7, H, carries -0.01

Structures ranked by computed energy, the most stable listed first: version a, version b.